1.
{"formula": "C2H3NO2S", "method": "wB97M-V/def2-TZVPD", "species": ["O", "C", "O", "N", "C", "S", "H", "H", "H"], "positions_angstrom": [[-2.12701, -1.20977, -0.03575], [-1.80808, -0.00250, -0.02199], [-0.62915, 0.65020, -0.15856], [0.45503, -0.32609, 0.08090], [1.64776, 0.28814, 0.06016], [3.07485, -0.52326, -0.08741], [-2.47026, 0.87641, -0.11508], [0.17739, -1.19557, 0.00694], [1.67947, 1.44244, 0.27079]], "smiles": "O=CONC=S", "energy_ha": -681.33110, "e_above_lowest_kcal_mol": 80.5, "homo_ev": -8.95, "fmax_ev_per_a": 8.424}

2.
{"formula": "C4H6F4N2O", "method": "wB97M-V/def2-TZVPD", "species": ["C", "C", "N", "F", "F", "O", "C", "C", "N", "F", "F", "H", "H", "H", "H", "H", "H"], "positions_angstrom": [[0.79489, 1.86462, -0.19854], [0.62472, 0.44525, 0.14308], [1.66775, -0.58438, -0.05264], [2.16921, -0.32515, -1.40890], [2.71634, -0.27245, 0.76133], [0.07649, 0.08849, 1.39225], [-0.65111, -0.30708, 0.25724], [-0.70053, -1.77750, 0.03667], [-1.86002, 0.49445, 0.05619], [-2.24305, 0.44146, -1.25306], [-2.86393, -0.25778, 0.71436], [-0.05868, 2.23064, -0.57213], [1.67266, 2.05219, -0.88546], [0.85998, 2.31836, 0.73581], [-1.62110, -2.34830, 0.22754], [-0.23104, -2.08381, 0.97493], [-0.35257, -1.97901, -0.92868]], "smiles": "C[C@@]1(N(F)F)O[C@@]1(C)N(F)F", "energy_ha": -739.90191, "e_above_lowest_kcal_mol": 56.2, "homo_ev": -11.18, "fmax_ev_per_a": 3.851}

3.
{"formula": "C12H28O4PS", "method": "wB97M-V/def2-TZVPD", "species": ["C", "O", "C", "C", "C", "C", "C", "C", "P", "C", "C", "C", "O", "O", "H", "H", "H", "H", "H", "H", "H", "H", "H", "H", "H", "H", "H", "H", "H", "H", "H", "H", "H", "H", "H", "H", "C", "S", "O", "C", "H", "H", "H", "H", "H", "H"], "positions_angstrom": [[0.26106, -3.40500, 0.20822], [1.12741, -3.72953, -0.86286], [1.69271, -2.60457, -1.49955], [2.97746, -2.10987, -0.84083], [3.13608, -0.59254, -1.01648], [2.92635, 0.11220, 0.30731], [3.24183, 1.59671, 0.23879], [2.19538, 2.45554, -0.49510], [0.54321, 2.41207, 0.21568], [-0.46711, 0.95212, -0.15399], [-1.35997, 1.11371, -1.38273], [-0.61655, 0.88544, -2.64273], [0.54380, 1.10122, -2.78491], [-1.36687, 0.37648, -3.60231], [0.32418, -2.36069, 0.50345], [0.51206, -4.03063, 1.05273], [-0.75913, -3.64210, -0.08050], [1.88839, -2.87911, -2.52841], [0.95250, -1.80137, -1.55107], [3.82238, -2.64912, -1.24559], [2.92988, -2.36164, 0.21094], [2.44686, -0.23328, -1.77079], [4.13612, -0.40398, -1.37886], [1.95454, -0.11170, 0.73850], [3.65256, -0.32056, 0.98388], [3.47309, 2.02171, 1.20676], [4.14959, 1.69187, -0.34056], [2.52363, 3.48750, -0.42895], [2.18881, 2.20209, -1.54740], [0.55424, 2.56321, 1.60735], [-0.16933, 3.52237, -0.25261], [0.11055, 0.04570, -0.26556], [-1.13554, 0.81424, 0.68813], [-2.11565, 0.34152, -1.31481], [-1.91297, 2.04064, -1.38847], [-0.84394, 0.48290, -4.41619], [-4.27415, -0.36988, 1.40969], [-4.57295, 1.23176, 2.17060], [-3.30917, 2.02059, 2.05401], [-4.66193, 0.62947, 3.85832], [-4.14694, -0.21627, 0.33922], [-3.37164, -0.81638, 1.83039], [-5.13195, -1.01900, 1.58111], [-3.73346, 0.12084, 4.11828], [-5.50827, -0.05015, 3.95437], [-4.80714, 1.48548, 4.51354]], "energy_ha": -1514.24736, "e_above_lowest_kcal_mol": 0.0, "homo_ev": -11.79, "fmax_ev_per_a": 1.864, "charge": 1}